Entry from the OMol25 dataset: C14H17N3O5 in the gas phase at a distorted geometry (ωB97M-V/def2-TZVPD).

Bonds (Å) are listed after each position.
Cartesian coordinates (Å):
1 C -0.1336 1.6520 -2.6943  O2 1.171, H23 1.097, H24 1.087, H25 1.159
2 O -0.3421 0.5302 -2.4326  C1 1.171, C3 1.305
3 C -1.1552 -0.3428 -2.9615  O2 1.305, O4 1.126, C5 1.372
4 O -1.8475 0.0234 -3.7701  C3 1.126
5 C -1.2096 -1.6642 -2.5977  C3 1.372, C6 1.566, C22 1.492, H26 1.118
6 C -2.0835 -1.6552 -1.2978  C5 1.566, C7 1.596, H27 1.075, H28 1.118
7 C -1.1407 -1.7752 -0.0157  C6 1.596, N8 1.205, H29 1.040, H30 1.203
8 N -0.1721 -1.0790 -0.1867  C7 1.205, C9 1.321, C21 1.706
9 C 0.5258 -0.3060 0.6253  N8 1.321, C10 1.378, C17 1.390
10 C 1.8455 0.0398 0.8173  C9 1.378, C11 1.394, H31 1.124
11 C 2.3213 0.7105 1.9429  C10 1.394, C12 1.482, H32 1.082
12 C 1.3178 1.5156 2.6786  C11 1.482, C13 1.585, C16 1.253
13 C 2.1563 2.2734 3.7897  C12 1.585, N14 1.294, O15 1.481
14 N 1.2725 2.7718 4.5920  C13 1.294, H33 1.154, H34 1.064
15 O 3.4466 2.9150 3.4490  C13 1.481
16 C 0.0854 1.4184 2.4758  C12 1.253, C17 1.526, H35 0.925
17 C -0.3143 0.6139 1.2417  C9 1.390, C16 1.526, N18 1.409
18 N -1.7137 0.7496 1.1531  C17 1.409, O19 1.314, O20 1.234
19 O -2.0670 0.9754 -0.0919  N18 1.314
20 O -2.3954 0.9730 2.1568  N18 1.234
21 C 0.9710 -1.8585 -1.1840  N8 1.706, C22 1.519, H36 1.072, H37 1.063
22 C 0.0643 -2.3756 -2.2880  C5 1.492, C21 1.519, H38 1.251, H39 0.974
23 H -1.0297 2.2023 -2.3800  C1 1.097
24 H 0.8450 2.0404 -2.4248  C1 1.087
25 H -0.1600 1.9077 -3.8242  C1 1.159
26 H -1.7314 -2.3202 -3.3372  C5 1.118
27 H -2.7589 -0.8196 -1.2841  C6 1.075
28 H -2.6425 -2.6236 -1.3149  C6 1.118
29 H -1.0546 -2.8091 0.0557  C7 1.040
30 H -1.8242 -1.7443 0.9741  C7 1.203
31 H 2.4868 -0.7372 0.3186  C10 1.124
32 H 3.3862 0.8263 2.0974  C11 1.082
33 H 0.1771 2.4977 4.8294  N14 1.154
34 H 1.8109 3.3455 5.3085  N14 1.064
35 H -0.4785 2.0105 2.9088  C16 0.925
36 H 1.4208 -2.6175 -0.5746  C21 1.072
37 H 1.7081 -1.2203 -1.6068  C21 1.063
38 H -0.1635 -3.5798 -2.0362  C22 1.251
39 H 0.5764 -2.4642 -3.1115  C22 0.974

Values from the calculation:
Total charge ... 0
LUMO level ... -0.901 eV
ΔE to the lowest compared entry with this formula, charge and spin ... 1614.2 kJ/mol
Electronic energy ... -29486.57521 eV